1:
Below is the molecule C12H11NS, with properties calculated with wB97M-V/def2-TZVPD.

Properties
**E_HOMO**: -7.51 eV
**Net charge**: 0
**2S+1**: 1
**Gap between HOMO and LUMO**: 7.85 eV

XYZ file:
```
25
C12H11NS | the Open Molecules 2025 dataset | wB97M-V/def2-TZVPD
C 1.49387 -0.19108 0.12450
C 2.45901 -0.10264 1.22262
C 2.90270 1.14275 1.58898
C 2.56130 2.27851 0.83584
C 1.82900 2.17099 -0.32198
C 1.25504 0.96219 -0.63744
C -0.97510 -1.16339 -0.62205
C -1.45539 -0.41040 0.45450
C -2.77611 -0.02305 0.29104
C -3.45805 -0.08042 -0.91342
C -2.89623 -0.78710 -2.06075
C -1.63271 -1.35289 -1.84903
H 1.46623 -2.73268 1.82070
H 2.89508 -1.00770 1.77443
H 3.55990 1.24995 2.47639
H 2.99532 3.18407 1.37304
H 1.69424 3.01379 -0.95426
H 0.55045 0.84904 -1.50903
H -0.95355 -0.36507 1.36499
H -3.25893 0.49814 1.14193
H -4.62723 0.03710 -0.89241
H -3.61143 -1.13412 -2.87168
H -1.27421 -1.98194 -2.72553
N 0.51343 -2.28253 1.32497
S 0.74338 -1.77154 -0.43634
```

2:
Below is the molecule C12H11NS, with properties calculated with wB97M-V/def2-TZVPD.

Properties
**SMILES**: CC1=C(C)[C@]23SC=CC2=CC=CC3=N1
**E_HOMO**: -7.68 eV
**Net charge**: 0
**2S+1**: 1
**Gap between HOMO and LUMO**: 7.09 eV

XYZ file:
```
25
C12H11NS | the Open Molecules 2025 dataset | wB97M-V/def2-TZVPD
C -0.72104 -1.00189 -3.09965
C 0.33015 -1.64365 -2.53636
C -1.29438 0.21293 -2.58293
C -0.66134 2.32180 -1.40457
C 0.53118 2.80661 -1.00676
C -0.70309 0.85836 -1.53130
C 0.37999 -0.07497 0.72113
C 0.95598 -1.27473 0.90221
C 0.70705 -1.26460 -1.29552
C 0.34703 0.25104 -0.75600
C -0.21823 0.75961 1.79863
C 1.20176 -1.90098 2.15941
N 1.14358 -1.99434 -0.28648
S 1.72929 1.53597 -0.73391
H -1.13994 -1.27973 -4.12305
H 0.80459 -2.53483 -2.98237
H -2.22129 0.68241 -3.05899
H -1.61844 2.90857 -1.66332
H 0.82391 3.78004 -0.74127
H -1.34420 0.40724 2.09349
H -0.42820 1.76757 1.38043
H 0.41328 0.88941 2.73478
H 0.26907 -1.93577 2.88820
H 1.98798 -1.41801 2.68021
H 1.61246 -2.98284 1.95851
```

Energetically preferred structure: 2 | next structure: +29.8 kcal/mol